No. 1
Below is a 2-piece molecular cluster, CH5INP overall at a distorted geometry, with properties calculated with the ωB97M-V functional and the def2-TZVPD basis.

```
9
Properties=species:S:1:pos:R:3:lowdin_charge:R:1
P -1.13 1.81 -0.09 0.58
H 1.08 -2.07 0.59 -0.05
H -1.66 -0.06 1.03 -0.03
C 1.32 -1.34 -0.13 -0.71
H 0.60 -1.66 -0.97 0.00
N -1.29 0.22 0.12 -0.38
H 0.24 2.35 0.31 -0.16
I 2.25 0.40 -0.05 0.85
H -0.81 2.00 -1.54 -0.08
```

As for the HOMO-LUMO gap (alpha / beta): 6.7 / 8.7 eV.

=====

No. 2
Below is a 2-piece molecular cluster, CH5INPS overall at a distorted geometry, with properties calculated with the ωB97M-V functional and the def2-TZVPD basis.

```
10
Properties=species:S:1:pos:R:3:lowdin_charge:R:1
C -0.06 1.04 -0.35 -0.33
I 4.53 0.82 0.15 0.02
P -1.29 -0.28 -0.27 0.19
H -0.93 -2.35 0.43 0.01
H -0.25 1.58 0.58 0.03
H 0.41 -1.76 -0.18 0.05
N -0.39 -1.52 0.42 -0.21
S -2.81 0.20 0.71 0.18
H 0.92 0.55 -0.21 0.00
H -0.12 1.70 -1.27 0.06
```

As for the HOMO-LUMO gap (alpha / beta): 8.1 / 4.0 eV.

=====

No. 3
Below is CH5IOSi as an isolated structure at a distorted geometry, with properties calculated with the ωB97M-V functional and the def2-TZVPD basis.

```
9
Properties=species:S:1:pos:R:3:lowdin_charge:R:1
H 0.94 -1.99 -1.05 -0.05
H -0.62 1.77 0.19 0.09
H -1.80 0.59 0.81 0.09
C -1.23 0.91 -0.07 -0.13
H 0.69 -1.34 1.47 -0.06
H -1.92 1.18 -0.87 0.09
Si 0.72 -1.08 0.04 0.54
I 3.66 0.12 0.03 -0.19
O -0.43 -0.14 -0.54 -0.38
```

As for the HOMO-LUMO gap: 8.0 eV.

=====

What did we get for energy above the lowest of the compared OMol25 structures with the same formula, charge and spin? Answer: 129.87; 61.86; 49.80 kcal per mole, in the order shown.
What did we get for calculated total energy? Answer: -19992.796; -30831.926; -19143.824 eV, in the order shown.